C33H33N7O4SSeTeZr | ωB97M-V with the def2-TZVPD basis set

The energy relative to the best compared isomer or geometry (same formula, charge and spin) comes out at 83.5 kJ/mol. For the total energy, the calculation gives -138137.120 eV. Its gap between HOMO and LUMO (spin up / spin down) is 0.213 / 0.212 hartree. Its HOMO energy (spin up / spin down) is -7.75 / -7.74 eV.

Element x y z (Å)
Zr (0.485, 0.185, 0.365)
C (5.032, -1.870, 3.260)
C (5.330, -1.509, 1.954)
C (4.315, -1.391, 1.018)
C (3.001, -1.638, 1.390)
C (2.695, -1.996, 2.696)
C (3.716, -2.111, 3.627)
N (1.967, -1.501, 0.409)
C (1.685, -2.552, -0.347)
C (2.256, -3.857, -0.189)
C (1.902, -4.859, -1.033)
C (0.979, -4.673, -2.111)
C (0.428, -3.456, -2.317)
C (0.758, -2.383, -1.442)
N (0.398, -1.111, -1.611)
N (-0.207, -0.704, -2.662)
C (-0.181, 0.687, -2.719)
C (-0.645, 1.332, -3.860)
C (-0.478, 2.703, -3.961)
C (0.155, 3.400, -2.940)
C (0.551, 2.691, -1.820)
N (0.348, 1.380, -1.689)
H (5.823, -1.952, 3.994)
H (6.353, -1.307, 1.665)
H (4.528, -1.089, 0.000)
H (1.666, -2.175, 2.978)
H (3.477, -2.385, 4.647)
H (2.949, -4.029, 0.622)
H (2.328, -5.843, -0.881)
H (0.730, -5.510, -2.749)
H (-0.265, -3.264, -3.125)
H (-1.086, 0.742, -4.651)
H (-0.824, 3.225, -4.845)
H (0.329, 4.467, -2.988)
H (1.043, 3.168, -0.988)
N (-2.991, 0.426, 2.474)
C (-3.865, -0.638, 1.928)
C (-4.079, -0.514, 0.418)
C (-2.823, -0.708, -0.426)
N (-1.833, 0.382, -0.185)
H (-2.267, 0.026, 3.057)
H (-3.517, 1.067, 3.047)
H (-4.841, -0.617, 2.418)
H (-3.429, -1.613, 2.151)
H (-4.514, 0.467, 0.188)
H (-4.810, -1.268, 0.114)
H (-3.087, -0.688, -1.484)
H (-2.362, -1.673, -0.219)
H (-2.140, 0.831, 0.692)
H (-1.955, 1.083, -0.906)
O (1.730, 3.069, 2.376)
S (2.166, 1.747, 1.994)
O (3.439, 1.330, 2.472)
O (2.053, 1.600, 0.447)
O (1.055, 0.716, 2.324)
Te (-1.080, 3.414, 1.477)
C (-0.407, 5.088, 0.354)
C (0.956, 5.374, 0.273)
C (1.392, 6.464, -0.467)
C (0.481, 7.283, -1.121)
C (-0.876, 7.021, -1.005)
C (-1.321, 5.937, -0.260)
C (-2.979, 3.373, 0.527)
C (-3.102, 3.089, -0.832)
C (-4.352, 2.946, -1.414)
C (-5.500, 3.077, -0.641)
C (-5.388, 3.366, 0.710)
C (-4.132, 3.514, 1.290)
H (1.669, 4.758, 0.803)
H (2.453, 6.674, -0.527)
H (0.825, 8.132, -1.698)
H (-1.598, 7.670, -1.485)
H (-2.382, 5.753, -0.170)
H (-2.212, 2.995, -1.447)
H (-4.431, 2.733, -2.473)
H (-6.477, 2.962, -1.093)
H (-6.278, 3.483, 1.316)
H (-4.053, 3.757, 2.343)
Se (-1.284, -3.937, 2.720)
C (-0.862, -2.399, 1.987)
N (-0.595, -1.365, 1.499)



C5H7N | ωB97M-V with the def2-TZVPD basis set

The energy relative to the best compared isomer or geometry (same formula, charge and spin) comes out at 617.4 kJ/mol. For the total energy, the calculation gives -6782.114 eV. Its gap between HOMO and LUMO is 0.292 hartree. Its HOMO energy is -7.07 eV.

Element x y z (Å)
C (0.561, -1.176, -1.176)
C (0.434, -0.551, 0.575)
C (0.342, 0.857, 0.027)
C (-0.784, 1.062, 1.030)
N (-0.887, -0.419, 1.097)
C (-0.335, -0.125, -0.876)
H (1.610, -0.944, -1.339)
H (0.192, -2.128, -1.543)
H (1.265, -1.098, 1.042)
H (1.150, 1.501, -0.326)
H (-1.674, 1.583, 0.641)
H (-0.482, 1.532, 1.977)
H (-1.392, -0.094, -1.132)



C9H14O | ωB97M-V with the def2-TZVPD basis set

The energy relative to the best compared isomer or geometry (same formula, charge and spin) comes out at 303.1 kJ/mol. For the total energy, the calculation gives -11604.495 eV. Its gap between HOMO and LUMO is 0.324 hartree. Its SMILES is Cc1ccc(O)cc1.CC. Its HOMO energy is -8.01 eV.

Element x y z (Å)
C (-2.091, 0.698, -0.287)
C (-0.814, 1.121, -0.614)
C (0.173, 1.323, 0.523)
C (1.483, 1.482, 0.269)
C (1.789, 1.627, -1.088)
O (3.007, 1.960, -1.498)
C (0.992, 1.577, -2.209)
C (-0.410, 1.396, -1.846)
H (-2.700, 0.818, -1.166)
H (-2.579, 1.300, 0.589)
H (-2.154, -0.404, -0.143)
H (-0.233, 1.344, 1.440)
H (2.130, 1.473, 1.111)
H (3.711, 1.580, -0.892)
H (1.412, 1.836, -3.304)
H (-0.988, 1.477, -2.880)
C (-0.477, -2.315, 0.736)
C (-0.119, -2.951, 2.184)
H (-0.267, -2.662, -0.286)
H (-1.670, -2.280, 0.803)
H (-0.165, -1.277, 0.778)
H (-0.351, -2.292, 3.038)
H (0.991, -2.997, 2.248)
H (-0.667, -3.834, 2.498)



Repeat the first record exactly.
C33H33N7O4SSeTeZr | ωB97M-V with the def2-TZVPD basis set

The energy relative to the best compared isomer or geometry (same formula, charge and spin) comes out at 83.5 kJ/mol. For the total energy, the calculation gives -138137.120 eV. Its gap between HOMO and LUMO (spin up / spin down) is 0.213 / 0.212 hartree. Its HOMO energy (spin up / spin down) is -7.75 / -7.74 eV.

Element x y z (Å)
Zr (0.485, 0.185, 0.365)
C (5.032, -1.870, 3.260)
C (5.330, -1.509, 1.954)
C (4.315, -1.391, 1.018)
C (3.001, -1.638, 1.390)
C (2.695, -1.996, 2.696)
C (3.716, -2.111, 3.627)
N (1.967, -1.501, 0.409)
C (1.685, -2.552, -0.347)
C (2.256, -3.857, -0.189)
C (1.902, -4.859, -1.033)
C (0.979, -4.673, -2.111)
C (0.428, -3.456, -2.317)
C (0.758, -2.383, -1.442)
N (0.398, -1.111, -1.611)
N (-0.207, -0.704, -2.662)
C (-0.181, 0.687, -2.719)
C (-0.645, 1.332, -3.860)
C (-0.478, 2.703, -3.961)
C (0.155, 3.400, -2.940)
C (0.551, 2.691, -1.820)
N (0.348, 1.380, -1.689)
H (5.823, -1.952, 3.994)
H (6.353, -1.307, 1.665)
H (4.528, -1.089, 0.000)
H (1.666, -2.175, 2.978)
H (3.477, -2.385, 4.647)
H (2.949, -4.029, 0.622)
H (2.328, -5.843, -0.881)
H (0.730, -5.510, -2.749)
H (-0.265, -3.264, -3.125)
H (-1.086, 0.742, -4.651)
H (-0.824, 3.225, -4.845)
H (0.329, 4.467, -2.988)
H (1.043, 3.168, -0.988)
N (-2.991, 0.426, 2.474)
C (-3.865, -0.638, 1.928)
C (-4.079, -0.514, 0.418)
C (-2.823, -0.708, -0.426)
N (-1.833, 0.382, -0.185)
H (-2.267, 0.026, 3.057)
H (-3.517, 1.067, 3.047)
H (-4.841, -0.617, 2.418)
H (-3.429, -1.613, 2.151)
H (-4.514, 0.467, 0.188)
H (-4.810, -1.268, 0.114)
H (-3.087, -0.688, -1.484)
H (-2.362, -1.673, -0.219)
H (-2.140, 0.831, 0.692)
H (-1.955, 1.083, -0.906)
O (1.730, 3.069, 2.376)
S (2.166, 1.747, 1.994)
O (3.439, 1.330, 2.472)
O (2.053, 1.600, 0.447)
O (1.055, 0.716, 2.324)
Te (-1.080, 3.414, 1.477)
C (-0.407, 5.088, 0.354)
C (0.956, 5.374, 0.273)
C (1.392, 6.464, -0.467)
C (0.481, 7.283, -1.121)
C (-0.876, 7.021, -1.005)
C (-1.321, 5.937, -0.260)
C (-2.979, 3.373, 0.527)
C (-3.102, 3.089, -0.832)
C (-4.352, 2.946, -1.414)
C (-5.500, 3.077, -0.641)
C (-5.388, 3.366, 0.710)
C (-4.132, 3.514, 1.290)
H (1.669, 4.758, 0.803)
H (2.453, 6.674, -0.527)
H (0.825, 8.132, -1.698)
H (-1.598, 7.670, -1.485)
H (-2.382, 5.753, -0.170)
H (-2.212, 2.995, -1.447)
H (-4.431, 2.733, -2.473)
H (-6.477, 2.962, -1.093)
H (-6.278, 3.483, 1.316)
H (-4.053, 3.757, 2.343)
Se (-1.284, -3.937, 2.720)
C (-0.862, -2.399, 1.987)
N (-0.595, -1.365, 1.499)



- energy relative to the best compared isomer or geometry (same formula, charge and spin) of number 1 (C33H33N7O4SSeTeZr)?
  83.5 kJ/mol



- Number 1 is which compound?
  C33H33N7O4SSeTeZr



- The highest energy relative to the best compared isomer or geometry (same formula, charge and spin) belongs to which entry?
  C5H7N